C7H6O | ωB97M-V with the def2-TZVPD basis set

The total energy is -9399.447 eV. The calculation puts the relative energy (zero: lowest compared OMol25 entry of this formula, charge and spin) at 63.9 kcal per mole. As for the lowest unoccupied orbital energy: -0.115 eV. The calculation puts the HOMO-LUMO gap at 8.97 eV. The SMILES is C#C/C=C/C(=C)C=O.

```
14
Properties=species:S:1:pos:R:3:nbo_charge:R:1
C -3.094 0.685 2.020 -0.207
C -2.015 0.533 1.582 -0.070
C -0.687 0.169 1.129 -0.228
C -0.445 -0.028 -0.211 -0.179
C 0.855 -0.352 -0.873 -0.169
C 1.096 -0.230 -2.138 -0.307
C 2.148 -0.441 -0.076 0.426
O 2.359 -0.766 1.085 -0.512
H -4.058 1.089 2.471 0.252
H -0.062 -0.175 1.935 0.247
H -1.325 0.198 -0.777 0.214
H 2.097 -0.271 -2.672 0.228
H 0.149 -0.068 -2.634 0.208
H 2.981 -0.343 -0.842 0.096
```